# 1
C32H28BrN5O3RhS | the ωB97M-V functional and the def2-TZVPD basis

Structure (XYZ):
```
71
Properties=species:S:1:pos:R:3:mulliken_charge:R:1
Rh 0.1950 2.6667 -0.9128 -0.04
O -4.2001 -0.2869 -0.3045 -0.58
C -3.5815 -0.2126 0.9201 0.91
C -3.9145 -1.0482 1.9736 -0.79
C -3.2489 -0.9137 3.1854 -0.54
C -2.2576 0.0432 3.3408 -0.87
C -1.9300 0.8703 2.2743 -0.32
C -2.5825 0.7504 1.0558 0.21
C -2.2978 1.6851 -0.1008 0.50
O -1.3295 2.6286 0.2236 -0.92
N -1.8879 0.9100 -1.3125 -0.14
N -0.9554 1.5382 -2.0861 -0.27
C -0.7139 1.2522 -3.3092 0.11
C 0.3912 1.8312 -4.0395 0.09
Br 1.5494 3.0233 -3.0514 0.08
C 0.7410 1.5777 -5.3049 -0.83
C 0.0449 0.8352 -6.3498 0.76
C 0.8321 0.3439 -7.3968 -0.59
C 0.2650 -0.3760 -8.4332 -0.60
C -1.1039 -0.5979 -8.4532 -0.41
C -1.9028 -0.0829 -7.4413 -0.68
C -1.3378 0.6304 -6.3987 -0.17
H -4.9525 -0.8867 -0.2572 0.35
H -4.6974 -1.7881 1.8539 0.34
H -3.5198 -1.5551 4.0138 0.48
H -1.7493 0.1560 4.2887 0.42
H -1.1970 1.6567 2.3941 0.46
H -3.2257 2.2164 -0.3561 0.65
H -2.6692 0.5016 -1.8163 0.28
H -1.3151 0.5056 -3.8176 0.62
H 1.6972 1.9775 -5.6276 0.34
H 1.9004 0.5210 -7.3902 0.35
H 0.8910 -0.7542 -9.2297 0.39
H -1.5527 -1.1503 -9.2676 0.39
H -2.9752 -0.2198 -7.4752 0.39
H -1.9972 1.0833 -5.6705 0.52
N 1.9843 3.6119 4.5991 -0.53
C 1.9714 4.1722 3.5884 0.58
N 1.9603 4.8291 2.4365 -0.75
C 1.6160 4.2176 1.3909 0.74
N 1.2971 3.6576 0.4138 -0.38
O 1.3965 1.1109 -0.6808 -0.60
S 1.0394 0.3160 0.6307 1.54
C 0.7203 -1.3360 -0.0157 -1.43
C 0.6577 -2.3166 1.1224 0.25
C 1.5526 -3.3782 1.1827 -0.74
C 1.4961 -4.2718 2.2430 -0.60
C 0.5573 -4.0957 3.2487 -0.63
C -0.3381 -3.0363 3.1873 -0.65
C -0.2964 -2.1523 2.1220 0.65
C 2.6545 0.1536 1.4311 -1.71
C 2.4913 0.0237 2.9184 0.40
C 2.8150 -1.1579 3.5716 -0.36
C 2.6764 -1.2444 4.9491 -0.78
C 2.2180 -0.1524 5.6722 -0.62
C 1.9049 1.0345 5.0211 -0.47
C 2.0392 1.1211 3.6464 0.86
H 1.5148 -1.5564 -0.7293 0.67
H -0.2301 -1.2381 -0.5457 0.36
H 2.2901 -3.5113 0.3999 0.39
H 2.1879 -5.1025 2.2842 0.40
H 0.5181 -4.7886 4.0785 0.43
H -1.0735 -2.8991 3.9694 0.41
H -1.0033 -1.3318 2.0756 0.09
H 3.1396 1.0930 1.1562 0.58
H 3.1918 -0.6734 0.9666 0.56
H 3.1741 -2.0100 3.0078 0.52
H 2.9342 -2.1641 5.4575 0.43
H 2.1224 -0.2179 6.7477 0.43
H 1.5819 1.9007 5.5824 0.60
H 1.8261 2.0611 3.1488 -0.55
```

Computed properties:
E_LUMO = -4.726 eV
HOMO = -11.0 eV
charge = +1


# 2
C32H49Cl24F9IO6PS | the ωB97M-V functional and the def2-TZVPD basis

Structure (XYZ):
```
123
Properties=species:S:1:pos:R:3:mulliken_charge:R:1
O 3.7729 3.6647 0.6613 -0.49
C 2.6213 2.9845 0.7060 0.33
O 1.6539 2.7777 1.8128 -0.14
C 0.3576 3.2064 1.1870 0.27
O -0.6017 3.9234 1.7996 -0.52
C 0.4782 2.6312 -0.3472 0.13
S -0.7614 2.4983 -1.7437 1.22
O -0.9025 1.0133 -2.1375 -0.54
O -0.1174 3.2416 -2.9786 -0.62
C -2.4128 3.3242 -1.4238 0.55
F -3.0804 3.7719 -2.6996 -0.24
F -2.1007 4.6109 -0.6953 -0.25
C -3.3963 2.4721 -0.4284 0.59
F -2.5270 1.9238 0.6679 -0.33
F -4.3323 3.4812 0.1935 -0.44
C -4.2842 1.3020 -1.1528 0.51
F -5.7078 1.7749 -1.1744 -0.24
F -3.8644 0.9460 -2.5270 -0.22
C -4.3210 -0.1241 -0.2830 0.52
F -4.7563 0.0617 1.1221 -0.12
F -3.0340 -0.8484 -0.4344 -0.21
F -5.3777 -0.9549 -0.9525 -0.19
C 1.8874 2.1799 -0.5210 0.14
P 2.7213 1.0215 -1.7906 0.32
O 4.3890 0.8453 -1.2448 -0.25
I 1.7184 -1.2079 -1.4804 -0.09
H 4.7912 1.7645 -1.0518 0.35
Cl -10.2449 0.7670 -0.4862 -0.20
C -8.7863 -0.1793 -0.0974 -0.33
C -8.7828 -1.5364 -0.7822 -0.05
Cl -10.0284 -2.6262 -0.1230 -0.23
H -8.7252 -0.2767 0.9909 0.44
H -7.9283 0.4096 -0.4346 0.09
H -7.8181 -2.0286 -0.6272 -0.14
H -8.9486 -1.4447 -1.8602 0.42
Cl 6.6945 0.6996 0.1037 -0.06
C 8.2762 0.0061 -0.3337 -0.53
C 8.2696 -0.6067 -1.7248 -0.46
Cl 7.2673 -2.0772 -1.8077 -0.20
H 8.5468 -0.7298 0.4298 0.29
H 9.0023 0.8231 -0.2907 0.32
H 9.2852 -0.9002 -2.0066 0.35
H 7.8989 0.0990 -2.4747 0.29
Cl -8.6454 1.7195 2.0705 -0.21
C -7.4418 2.0326 3.3462 0.04
C -6.8332 3.4210 3.2331 -0.52
Cl -5.7927 3.5848 1.7963 0.07
H -6.6773 1.2516 3.2904 -0.21
H -7.9619 1.9315 4.3031 0.40
H -6.2030 3.6228 4.1044 0.18
H -7.6040 4.1965 3.1837 0.42
Cl 3.9432 2.9126 7.1487 -0.20
C 4.1758 3.4821 5.4767 -0.44
C 3.1366 2.9108 4.5257 -0.17
Cl 3.3447 1.1594 4.2747 -0.20
H 5.1925 3.2204 5.1675 0.31
H 4.0981 4.5730 5.5007 0.32
H 3.2310 3.3842 3.5439 0.04
H 2.1189 3.0826 4.8899 0.32
Cl -5.3055 2.1379 6.1421 -0.18
C -3.7238 1.4443 5.7047 -0.52
C -3.7304 0.8316 4.3136 -0.15
Cl -4.7327 -0.6389 4.2307 -0.18
H -3.4532 0.7085 6.4681 0.37
H -2.9977 2.2614 5.7477 0.33
H -2.7148 0.5381 4.0318 0.38
H -4.1011 1.5373 3.5637 -0.06
Cl 3.8180 6.6205 -2.8738 -0.20
C 5.2766 5.6742 -2.4849 -0.17
C 5.2801 4.3171 -3.1698 -0.52
Cl 4.0345 3.2273 -2.5105 -0.06
H 5.3377 5.5767 -1.3966 0.33
H 6.1346 6.2631 -2.8221 0.10
H 6.2449 3.8249 -3.0147 0.09
H 5.1143 4.4088 -4.2477 0.36
Cl 11.4498 -1.3199 1.0279 -0.17
C 11.5373 -0.5743 2.6437 -0.46
C 10.3150 -0.8922 3.4897 -0.47
Cl 8.8449 -0.0959 2.8743 -0.15
H 11.6677 0.5044 2.5130 0.30
H 12.4362 -0.9694 3.1258 0.34
H 10.4659 -0.5311 4.5114 0.33
H 10.1241 -1.9690 3.5341 0.31
Cl -5.9329 -3.5266 -1.6170 -0.03
C -6.4184 -5.2247 -1.8510 -0.37
C -7.3865 -5.6981 -0.7789 -0.21
Cl -6.6099 -5.8286 0.8191 -0.21
H -5.5114 -5.8368 -1.8739 0.11
H -6.8939 -5.2849 -2.8342 0.31
H -7.7615 -6.6947 -1.0304 0.26
H -8.2447 -5.0254 -0.6849 0.16
Cl 2.6805 -0.1734 -4.3136 -0.20
C 3.4317 0.3834 -5.8302 -0.56
C 3.8238 -0.7732 -6.7352 -0.45
Cl 5.1742 -1.7233 -6.0662 -0.18
H 4.2951 1.0048 -5.5729 0.25
H 2.6953 1.0165 -6.3337 0.34
H 4.1565 -0.3905 -7.7047 0.33
H 2.9837 -1.4531 -6.9079 0.31
Cl 8.3180 8.4557 -2.9145 -0.18
C 9.7766 7.5094 -2.5257 -0.42
C 9.7801 6.1523 -3.2105 -0.55
Cl 8.5345 5.0625 -2.5513 -0.11
H 9.8377 7.4120 -1.4374 0.31
H 10.6346 8.0983 -2.8629 0.32
H 10.7449 5.6601 -3.0555 0.35
H 9.6143 6.2440 -4.2885 0.30
Cl -6.2568 -8.9229 6.3849 -0.19
C -6.0242 -8.3534 4.7129 -0.42
C -7.0634 -8.9247 3.7619 -0.19
Cl -6.8553 -10.6761 3.5109 -0.19
H -5.0075 -8.6151 4.4037 0.32
H -6.1019 -7.2625 4.7369 0.27
H -6.9690 -8.4513 2.7801 0.07
H -8.0811 -8.7530 4.1261 0.33
Cl -6.4671 -8.4987 -3.4656 -0.16
C -5.0093 -8.9020 -4.4070 -0.48
C -3.7986 -9.1368 -3.5183 -0.44
Cl -3.2398 -7.6388 -2.7325 -0.17
H -4.8331 -8.0931 -5.1228 0.31
H -5.2385 -9.8108 -4.9709 0.34
H -2.9633 -9.5093 -4.1187 0.31
H -4.0094 -9.8721 -2.7355 0.31
```

Computed properties:
E_LUMO = -2.559 eV
HOMO = -8.7 eV


# 3
CH2ClPS | the ωB97M-V functional and the def2-TZVPD basis

Structure (XYZ):
```
6
Properties=species:S:1:pos:R:3:nbo_charge:R:1
C 0.3584 -0.0682 0.0822 -0.95
P 2.0598 0.1875 -0.0395 1.07
S 2.8695 1.9373 0.0138 -0.40
Cl 3.5520 -1.3618 0.0068 -0.24
H -0.1126 0.8006 -0.3869 0.27
H 0.1422 -1.1686 -0.2585 0.26
```

Computed properties:
E_LUMO = -0.872 eV
HOMO = -9.2 eV
structure (SMILES) = C=P(=S)Cl


# 4
C25H41BeCl3N3O3Si | the ωB97M-V functional and the def2-TZVPD basis

Structure (XYZ):
```
77
Properties=species:S:1:pos:R:3:mulliken_charge:R:1
C 1.5495 -0.8401 -3.0224 -1.05
C 1.0425 0.5360 -2.7409 0.56
H 1.1550 -1.2693 -3.9554 0.40
H 1.2811 -1.5172 -2.1904 -0.30
H 2.6515 -0.8348 -3.0732 0.24
C 0.4769 1.2968 -3.6835 0.19
C 0.2409 0.9375 -5.1114 -1.67
H 0.1723 2.3140 -3.4458 0.50
H 0.3573 -0.1329 -5.2887 0.36
H 0.9512 1.4555 -5.7695 0.32
H -0.7636 1.2273 -5.4492 0.31
Be 1.0398 -0.7271 0.6846 0.86
Cl 2.9319 -0.2387 1.0927 -0.60
Cl 0.6877 -2.4912 -0.1546 -0.68
C 0.0060 2.7844 2.1286 0.23
O -0.9707 2.0876 2.3480 -0.68
N 0.0129 4.1435 2.1229 0.47
C -1.1871 4.8722 2.4905 -1.01
C 1.2365 4.9198 2.0022 -1.01
H 1.0054 2.3495 1.9049 0.19
H -1.9975 4.1532 2.5983 0.25
H -1.4405 5.6039 1.7116 0.29
H -1.0304 5.4085 3.4374 0.33
H 2.0485 4.2725 1.6471 0.27
H 1.5334 5.3553 2.9722 0.32
H 1.1090 5.7468 1.2863 0.33
H -1.7645 -0.9497 -2.8379 0.32
H -1.9434 1.5935 -2.8791 0.18
C -2.2219 -1.0495 -1.8455 -0.77
C -2.8124 1.3174 -2.2585 -0.82
N -2.4515 0.2768 -1.3089 0.44
H -1.5416 -1.6057 -1.1889 -0.08
C -2.6768 0.4296 0.0334 0.11
O -2.6982 -0.4917 0.8406 -0.56
H -3.1583 2.2040 -1.7100 0.32
H -2.8306 1.4917 0.3217 0.16
H -3.1759 -1.5968 -1.9283 0.32
H -3.6113 0.9685 -2.9336 0.36
O 0.4238 0.3653 -0.3827 -0.51
C 1.2307 1.0123 -1.2905 -0.37
C -0.1373 3.1488 -1.1585 1.13
C 1.1171 2.5469 -1.1968 0.15
H -1.0013 2.4970 -0.9969 -0.33
C -0.2734 4.5322 -1.3266 -0.72
H 2.2775 0.7914 -1.0140 0.44
C 2.2608 3.3517 -1.2961 -0.42
H -1.2715 4.9854 -1.3328 0.39
C 0.8700 5.3279 -1.4506 -0.81
C 2.1381 4.7394 -1.4155 -0.69
H 3.2442 2.8758 -1.2365 0.38
H 0.7746 6.4123 -1.5661 0.33
H 3.0411 5.3648 -1.4602 0.30
Si 0.4629 -6.3512 0.2401 0.58
Cl 0.7702 -5.5400 -1.6658 -0.33
C -1.3788 -6.2737 0.5572 -0.90
C 1.5344 -5.2743 1.3119 -0.40
C 1.0420 -8.1453 0.3656 -0.97
H -1.7741 -5.2886 0.2766 0.23
H -1.6072 -6.4525 1.6171 0.32
H -1.9032 -7.0384 -0.0341 0.28
H 0.3977 -8.8135 -0.2245 0.26
H 1.0167 -8.4893 1.4131 0.31
H 2.0746 -8.2471 0.0023 0.26
H 1.2311 -4.2215 1.1935 -0.17
H 2.5788 -5.3346 0.9801 0.25
H 1.4743 -5.5462 2.3703 0.36
C -0.8519 -1.1118 4.8946 -0.30
C 0.2933 -0.3400 4.7165 -0.93
C 0.8321 -0.2156 3.4316 -0.29
N 0.2950 -0.8002 2.3427 0.69
C -0.7932 -1.5558 2.5346 -0.19
C -1.4002 -1.7473 3.7831 -0.98
H -1.3058 -1.2287 5.8872 0.36
H 0.8096 0.1493 5.5425 0.42
H 1.7452 0.3552 3.2609 0.45
H -1.1721 -2.0595 1.6518 0.62
H -2.2789 -2.3818 3.8275 0.42
```

Computed properties:
E_LUMO = 2.692 eV
HOMO = -5.0 eV
charge = -1


# 5
C24H29Cl2N4O10Rb | the ωB97M-V functional and the def2-TZVPD basis

Structure (XYZ):
```
70
Properties=species:S:1:pos:R:3:nbo_charge:R:1
Rb 0.3010 0.4752 -0.2080 0.94
C -3.8057 -1.9907 -1.9103 -0.28
O -3.3969 -1.3079 -0.7293 -0.51
C -3.3299 0.0404 -0.7124 0.87
O -2.7786 0.6074 0.2029 -0.65
N -3.9524 0.6881 -1.7332 -0.50
N -3.9248 2.0875 -1.8494 -0.67
H -3.5583 -3.0375 -1.7625 0.24
H -3.2355 -1.6474 -2.7747 0.19
H -4.8823 -1.8693 -2.0760 0.15
H -4.3600 0.1961 -2.5031 0.38
H -4.2067 2.4668 -0.9515 0.35
H -2.9519 2.3838 -1.9822 0.41
O -0.1324 1.4519 2.6202 -0.78
C -0.2487 0.9783 3.9300 -0.05
C 0.9032 0.0751 4.3682 -0.42
C 1.2268 -1.0445 3.3739 -0.45
C 0.0434 -1.8655 2.9353 0.24
C -0.8044 -2.4775 3.8576 -0.28
C -1.8748 -3.2270 3.4011 -0.18
C -2.0735 -3.3503 2.0355 -0.28
C -1.1838 -2.7132 1.1833 0.06
N -0.1520 -1.9903 1.6202 -0.45
H 0.8049 1.7048 2.4196 0.52
H -1.1915 0.4219 3.9809 0.16
H -0.3285 1.8092 4.6493 0.14
H 0.6605 -0.3316 5.3583 0.18
H 1.8078 0.6786 4.4825 0.22
H 1.9703 -1.7129 3.8227 0.20
H 1.6924 -0.6048 2.4935 0.27
H -0.6225 -2.3529 4.9184 0.20
H -2.5488 -3.7047 4.1036 0.19
H -2.9013 -3.9145 1.6270 0.21
H -1.2979 -2.7714 0.1055 0.24
C 3.4764 4.4850 0.4939 -0.63
C 3.0370 3.7862 1.7803 0.13
C 3.8169 4.3179 2.9758 -0.61
O 1.6749 4.0727 2.0469 -0.76
C 3.3288 2.2589 1.6401 0.76
O 4.5175 1.9439 1.4739 -0.76
O 2.3361 1.4770 1.7043 -0.84
H 3.3534 5.5664 0.6040 0.19
H 2.8514 4.1548 -0.3382 0.23
H 4.5173 4.2468 0.2753 0.21
H 3.6660 5.3977 3.0635 0.19
H 4.8760 4.0959 2.8551 0.22
H 3.4562 3.8435 3.8913 0.20
H 1.1484 3.8083 1.2722 0.51
Cl 0.0165 6.3134 -0.7579 -0.04
C -1.1194 5.0692 -1.3187 -0.30
Cl -2.6414 5.1578 -0.3786 -0.06
C -0.5560 3.6157 -1.2392 0.75
O -1.1146 2.8493 -2.0508 -0.77
O 0.3393 3.3786 -0.4217 -0.75
H -1.3827 5.3059 -2.3421 0.22
O 1.0652 -1.2133 -2.5456 -0.65
C 0.4599 -2.2418 -2.8172 0.64
N -0.6975 -2.6989 -2.2604 -0.69
C -1.0247 -3.8850 -2.8354 0.63
O -1.9971 -4.5944 -2.5870 -0.67
C 0.0078 -4.2446 -3.8891 -0.14
C 0.1252 -5.3181 -4.7457 -0.19
C 1.2194 -5.3335 -5.6112 -0.23
C 2.1527 -4.3003 -5.6009 -0.23
C 2.0198 -3.2218 -4.7256 -0.22
C 0.9322 -3.2213 -3.8790 -0.05
H -0.6097 -6.1139 -4.7391 0.21
H 1.3500 -6.1585 -6.3023 0.19
H 2.9933 -4.3394 -6.2841 0.20
H 2.7381 -2.4117 -4.7036 0.22
```

Computed properties:
E_LUMO = 4.067 eV
HOMO = -2.9 eV
charge = -2


# 6
C21H22BrCrN4O5Si | the ωB97M-V functional and the def2-TZVPD basis

Structure (XYZ):
```
55
Properties=species:S:1:pos:R:3:nbo_charge:R:1
Cr -0.6884 -0.3368 -0.5453 1.29
O -5.5388 -3.9292 -1.1222 -0.66
C -4.4737 -3.1012 -0.9548 0.35
C -4.5853 -1.7234 -1.1243 -0.30
C -3.4503 -0.9621 -0.9434 0.15
N -2.3019 -1.5289 -0.6103 -0.46
C -2.1769 -2.8377 -0.4372 0.15
C -3.2569 -3.6787 -0.5989 -0.27
C -0.7622 -3.2289 -0.0184 0.75
O -0.5256 -4.3963 0.2605 -0.66
O 0.0313 -2.2278 0.0171 -0.72
C -3.3396 0.5481 -1.0947 0.76
O -4.3366 1.2029 -1.3462 -0.64
O -2.1392 0.9776 -0.9191 -0.70
H -6.3028 -3.4064 -1.3876 0.48
H -5.5125 -1.2349 -1.3974 0.24
H -3.1473 -4.7433 -0.4543 0.25
C -1.9891 -1.5252 2.7264 -0.64
C -1.1624 -0.2768 2.6746 0.29
C -0.8226 0.4262 3.8145 -0.35
C -0.0408 1.5829 3.6767 -0.13
C 0.3923 2.0021 2.4476 -0.32
C 0.0368 1.2330 1.3076 0.45
N -0.7542 0.1392 1.4739 -0.55
N 0.3752 1.3999 0.0357 -1.05
Si 1.5004 2.4431 -0.7286 1.84
C 2.9994 2.8354 0.3443 -1.13
C 2.0356 1.5251 -2.2686 -0.89
C 0.6879 4.0518 -1.2440 -1.13
H -2.3516 -1.7064 3.7374 0.21
H -1.3948 -2.3847 2.4119 0.24
H -2.8439 -1.4448 2.0540 0.22
H -1.1616 0.0864 4.7824 0.21
H 0.2241 2.1513 4.5613 0.20
H 0.9949 2.8897 2.3240 0.21
H 3.4185 1.9268 0.7821 0.24
H 2.7568 3.5247 1.1556 0.22
H 3.7790 3.3033 -0.2632 0.23
H 2.5019 -0.4518 -2.9067 0.25
H 2.6952 2.1390 -2.8905 0.22
H 1.1252 1.3486 -2.8477 0.27
H 0.3699 4.6246 -0.3693 0.23
H -0.2026 3.8298 -1.8355 0.25
H 1.3550 4.6824 -1.8371 0.22
Br -0.5259 -0.8416 -3.0490 -0.55
C 2.7200 0.1564 -2.0120 -0.13
C 4.2034 0.2963 -1.8920 -0.12
C 4.8992 -0.2781 -0.8787 -0.26
C 4.2002 -1.0111 0.0975 -0.23
C 2.7855 -1.0873 0.0080 0.05
N 2.0678 -0.5480 -0.9204 -0.38
H 4.7106 0.8665 -2.6625 0.19
H 5.9759 -0.1734 -0.8151 0.20
H 4.7154 -1.4958 0.9148 0.20
H 2.2301 -1.6326 0.7673 0.21
```

Computed properties:
E_LUMO (alpha / beta) = 2.478 / 1.895 eV
HOMO (alpha / beta) = -4.7 / -5.0 eV
expectation value of S² = 6.0660
spin multiplicity = 5
charge = -1


# 7
C4H4ClF | the ωB97M-V functional and the def2-TZVPD basis

Structure (XYZ):
```
10
Properties=species:S:1:pos:R:3:nbo_charge:R:1
C -1.0127 0.4267 0.6147 -0.32
C -0.7777 -0.8422 0.7558 -0.11
C 0.1263 0.7668 -0.3727 0.18
C 0.9503 -0.5651 -0.5840 -0.23
F 0.8759 1.7333 0.1507 -0.34
Cl 2.5176 -0.6578 0.1111 0.05
H -1.9162 0.9069 0.9045 0.22
H -1.2913 -1.5673 1.2417 0.17
H -0.2376 1.0811 -1.4432 0.15
H 0.7653 -1.2825 -1.3788 0.23
```

Computed properties:
E_LUMO (alpha / beta) = 0.258 / 0.258 eV
HOMO (alpha / beta) = -8.7 / -8.7 eV


# 8
C14H13ClF3NO3 | the ωB97M-V functional and the def2-TZVPD basis

Structure (XYZ):
```
35
Properties=species:S:1:pos:R:3:nbo_charge:R:1
C -1.6699 -0.7308 -2.5518 -0.64
C -1.8289 0.4066 -1.5440 0.01
O -2.5743 0.0272 -0.3782 -0.50
C -2.2815 -1.0403 0.3615 0.82
O -1.2910 -1.7311 0.2250 -0.64
C -3.2960 -1.2986 1.4022 -0.35
C -4.7507 -0.9903 1.1353 -0.39
C -3.9870 -0.1362 2.0781 -0.39
C -0.4602 1.0524 -1.2611 0.66
O -0.1408 2.0804 -1.8087 -0.59
N 0.3353 0.3376 -0.4259 -0.67
C 1.6287 0.7086 -0.0467 0.21
C 2.6476 -0.2351 -0.1342 -0.21
C 3.9449 0.1004 0.2161 -0.14
C 5.0258 -0.9411 0.1446 0.97
F 5.1680 -1.5988 1.3134 -0.33
F 6.2296 -0.4219 -0.1368 -0.32
F 4.7873 -1.8801 -0.7824 -0.32
C 4.2494 1.3809 0.6620 -0.18
C 3.2377 2.3131 0.7811 -0.21
C 1.9309 1.9816 0.4495 -0.06
Cl 0.6890 3.1345 0.7221 0.05
H -1.1920 -0.3422 -3.4470 0.23
H -1.0643 -1.5371 -2.1464 0.23
H -2.6477 -1.1279 -2.8171 0.22
H -2.4495 1.1970 -1.9822 0.22
H -3.0555 -2.1687 1.9985 0.24
H -5.4792 -1.6830 1.5272 0.22
H -4.9972 -0.5840 0.1669 0.23
H -4.1745 -0.2256 3.1368 0.22
H -3.7073 0.8546 1.7564 0.23
H 0.0410 -0.6148 -0.1974 0.44
H 2.4179 -1.2292 -0.4874 0.23
H 5.2641 1.6388 0.9202 0.23
H 3.4506 3.3032 1.1505 0.23
```

Computed properties:
E_LUMO = 0.686 eV
HOMO = -9.2 eV
structure (SMILES) = C[C@@H](OC(=O)C1CC1)C(=O)Nc1cc(C(F)(F)F)ccc1Cl